(1)
Below is a molecular structure, C20H21N4O7RhSSe2 in a non-equilibrium geometry, with properties calculated with the ωB97M-V functional and the def2-TZVPD basis.

```
56
Properties=species:S:1:pos:R:3
Rh -0.01847 -2.67780 -0.47442
N -3.55105 -4.06108 -2.87713
C -2.58275 -3.54510 -1.96934
S -1.12740 -4.47812 -1.74126
N -2.86856 -2.44285 -1.39392
N -1.85467 -1.88962 -0.64661
C -2.32032 -0.88621 0.18714
C -2.00960 -1.02326 1.66014
C -2.57639 -0.06426 2.50321
C -2.39610 -0.06598 3.87946
C -1.60603 -1.08072 4.43305
C -1.01569 -2.03319 3.63058
C -1.18136 -2.05994 2.20812
O -0.60962 -2.99444 1.54302
H -3.47350 -5.05529 -3.00415
H -4.48422 -3.74148 -2.67572
H -3.38560 -0.79029 0.03615
H -3.18752 0.71836 2.05299
H -2.85433 0.69644 4.50320
H -1.45060 -1.11534 5.50916
H -0.38340 -2.80780 4.04922
O 5.42360 -0.98032 -1.10707
C 4.38608 -0.16465 -0.55114
C 3.04611 -0.90240 -0.55989
C 2.03053 0.13454 -0.08089
O 0.89364 -0.48373 0.52081
C 2.75042 -1.35752 -2.00225
Se 0.85612 -1.62344 -2.47087
C 3.13502 -2.07821 0.44262
Se 2.12000 -3.70601 -0.00184
H 6.24942 -0.49912 -1.02793
H 4.28959 0.76528 -1.13333
H 4.62958 0.10722 0.48403
H 1.72217 0.73522 -0.94375
H 2.50359 0.80229 0.65547
H 0.12532 0.08455 0.39423
H 3.27531 -2.28793 -2.19321
H 3.10731 -0.59927 -2.70912
H 2.78809 -1.74833 1.42232
H 4.17284 -2.39925 0.52279
O -3.60000 1.43693 -0.94090
C -2.42235 1.44504 -0.67766
O -1.69149 0.46275 -0.24662
C -1.60163 2.70273 -0.84468
C -2.09518 3.68604 -1.68077
C -1.42996 4.89499 -1.81380
C -0.27005 5.13230 -1.09886
C 0.21694 4.13940 -0.28014
C -0.42696 2.92363 -0.14483
N 1.46536 4.39003 0.46929
O 1.99765 5.46517 0.32748
O 1.88245 3.52341 1.17657
H -3.01248 3.48585 -2.21831
H -1.82133 5.65632 -2.47551
H 0.26072 6.07090 -1.15477
H -0.01925 2.18356 0.52963
```

Properties
Net charge = -2
Gap between HOMO and LUMO = 3.9 eV

Löwdin population analysis, charges in e, atoms 1 to 4: 0.383 -0.005 -0.905 0.527

***

(2)
Below is C20H21N5O3S in the gas phase in a non-equilibrium geometry, with properties calculated with the ωB97M-V functional and the def2-TZVPD basis.

```
50
Properties=species:S:1:pos:R:3
C -0.94905 -2.55900 0.69281
C 0.04560 -2.03548 -0.29420
C 1.01362 -1.11619 0.06958
C 1.93843 -0.63656 -0.84532
C 1.90120 -1.09695 -2.14679
C 0.94016 -2.01554 -2.53974
C 0.00486 -2.48114 -1.62520
O -0.99466 -3.37286 -1.91206
C -1.28967 -3.70543 -3.24533
C -1.95519 -2.56977 -4.04593
O -3.21015 -2.21755 -3.51169
C -3.26111 -1.46680 -2.36604
C -4.39602 -1.64310 -1.57366
C -4.55068 -0.92284 -0.40327
C -3.57537 -0.03575 0.00938
C -2.44516 0.16134 -0.78319
C -1.37659 1.04044 -0.36064
N -1.37676 1.57338 0.79268
N -0.33392 2.34107 1.15209
C -0.22379 2.85575 2.40569
O -1.03360 2.73287 3.28707
C 1.08417 3.65504 2.58011
C 2.25829 2.83143 2.21618
N 2.54124 2.47086 1.01815
N 3.60392 1.67942 0.90295
C 4.16951 1.41086 2.03142
N 5.29580 0.68293 2.17003
S 3.37053 2.17003 3.41478
C -2.30727 -0.53512 -1.98345
H -0.97047 -1.93720 1.58370
H -0.69011 -3.57842 0.97865
H -1.94199 -2.58374 0.24967
H 1.03597 -0.76125 1.09057
H 2.67346 0.09467 -0.54452
H 2.61738 -0.73866 -2.87157
H 0.93370 -2.35930 -3.56346
H -1.99880 -4.53396 -3.16379
H -0.39921 -4.05488 -3.78379
H -2.16522 -2.93633 -5.05436
H -1.28925 -1.70456 -4.11930
H -5.13924 -2.35573 -1.89508
H -5.43323 -1.07427 0.20010
H -3.65996 0.50894 0.93503
H -0.54428 1.19148 -1.06077
H 0.45949 2.44824 0.50904
H 1.03098 4.53020 1.92797
H 1.14437 3.98006 3.61801
H 5.51562 0.30606 3.07543
H 5.58226 0.14963 1.36577
H -1.43010 -0.34708 -2.58376
```

Properties
SMILES = Cc1ccccc1OCCOc1cccc(/C=N/NC(=O)Cc2nnc(N)s2)c1
Gap between HOMO and LUMO = 8.4 eV

Löwdin population analysis, charges in e, atoms 1 to 4: -0.017 -0.210 -0.056 -0.099

***

(3)
Below is C20H21N5OS in the gas phase in a non-equilibrium geometry, with properties calculated with the ωB97M-V functional and the def2-TZVPD basis.

```
48
Properties=species:S:1:pos:R:3
C 2.21281 3.51897 -0.17025
C 2.52718 2.50780 -0.95687
C 3.90095 1.90680 -1.03387
N 3.88217 0.55006 -0.52188
C 4.37228 0.24260 0.68901
O 5.01967 0.99026 1.39049
C 4.05540 -1.19022 1.11981
S 2.40522 -1.27415 1.88551
C 1.40453 -1.37519 0.47174
N 1.80790 -1.30628 -0.77403
N 0.73913 -1.48703 -1.55428
C -0.31435 -1.65182 -0.79608
C -1.62824 -1.92757 -1.35385
C -2.82623 -1.47375 -0.80744
C -4.00873 -1.80531 -1.45075
N -4.06875 -2.52275 -2.55764
C -2.92919 -2.93490 -3.08903
C -1.68944 -2.66977 -2.53572
N 0.05768 -1.58804 0.52773
C -0.70287 -1.72202 1.74088
C -0.83791 -0.38154 2.48791
C -1.54446 0.65053 1.65525
C -0.85539 1.36154 0.67951
C -1.52273 2.25141 -0.14329
C -2.88298 2.45699 0.01125
C -3.57321 1.77473 0.99848
C -2.90836 0.87229 1.81059
H 1.21390 3.91836 -0.11524
H 2.95141 3.99411 0.45400
H 1.78080 2.02343 -1.57484
H 4.24656 1.88374 -2.07303
H 4.60667 2.47459 -0.42385
H 3.24888 -0.11235 -0.97131
H 4.06959 -1.89050 0.28705
H 4.74595 -1.49494 1.90514
H -2.84933 -0.84798 0.06872
H -4.95985 -1.47292 -1.05570
H -3.02029 -3.50819 -4.00197
H -0.77875 -3.01795 -2.99485
H -1.68467 -2.12689 1.48787
H -0.17956 -2.43440 2.38834
H -1.39058 -0.57028 3.40902
H 0.16077 -0.02931 2.75252
H 0.21135 1.22858 0.56704
H -0.97836 2.78578 -0.90747
H -3.40243 3.15207 -0.63092
H -4.63206 1.93923 1.13263
H -3.45209 0.33219 2.57364
```

Properties
SMILES = C=CCNC(=O)CSc1nnc(-c2ccncc2)n1CCc1ccccc1
Gap between HOMO and LUMO = 9.1 eV

Löwdin population analysis, charges in e, atoms 1 to 4: 0.016 -0.168 -0.177 0.057

***

(4)
Below is a molecular structure, C20H21N6O4RuSe in a non-equilibrium geometry, with properties calculated with the ωB97M-V functional and the def2-TZVPD basis.

```
53
Properties=species:S:1:pos:R:3
Ru -1.28090 0.60940 0.23154
O 4.20033 -3.00772 2.79799
N 3.97845 -2.01582 3.45142
O 4.49781 -1.69306 4.47993
C 2.90363 -1.12073 2.93961
C 2.99871 0.18612 3.26110
C 2.05015 1.13206 2.75677
C 2.08926 2.51239 3.03008
C 1.13009 3.33357 2.48237
C 0.12384 2.79263 1.68239
N 0.07445 1.48564 1.42077
C 1.02647 0.65974 1.93387
C 0.93400 -0.72024 1.59809
N -0.09760 -1.06798 0.77921
C -0.28157 -2.35352 0.50016
C 0.55165 -3.34862 1.00907
C 1.62555 -3.00811 1.80158
C 1.85250 -1.64764 2.10955
H 3.80549 0.51489 3.90550
H 2.86771 2.91770 3.66476
H 1.13081 4.39853 2.66845
H -0.65756 3.40739 1.25474
H -1.11143 -2.60213 -0.15203
H 0.34788 -4.38329 0.77145
H 2.28491 -3.77119 2.18842
N -2.44474 0.02387 1.83824
C -3.92087 0.12665 1.51590
C -4.32194 1.53243 1.07354
C -3.58043 1.86547 -0.20268
O -3.96916 1.70039 -1.31181
O -2.27529 2.20615 0.05278
H -2.23357 -0.92466 2.15334
H -2.23775 0.61726 2.64816
H -4.46075 -0.16621 2.41886
H -4.14280 -0.60250 0.73369
H -4.11249 2.26492 1.85473
H -5.39172 1.53491 0.86055
C 1.58212 -1.56197 -2.37791
N 1.07804 -0.79331 -3.50811
C 1.72231 -0.63493 -4.69188
C 0.90249 0.10160 -5.50547
N -0.22042 0.37524 -4.80427
C -1.35662 1.15443 -5.31690
C -0.12295 -0.17258 -3.56595
Se -1.53092 -0.01738 -2.36256
H 2.61845 -1.82532 -2.56965
H 0.99488 -2.47183 -2.26266
H 1.52763 -0.95570 -1.47413
H 2.69781 -1.04888 -4.88116
H 1.04970 0.42626 -6.52169
H -1.18982 1.34333 -6.37364
H -1.42657 2.10148 -4.78450
H -2.27929 0.59082 -5.20161
```

Properties
Net charge = +3
Gap between HOMO and LUMO (alpha / beta) = 4.7 / 4.9 eV

Löwdin population analysis, charges in e, atoms 1 to 4: 1.246 0.118 -0.336 0.165

***

(5)
Below is C20H21NO7 in the gas phase, with properties calculated with the ωB97M-V functional and the def2-TZVPD basis.

```
49
Properties=species:S:1:pos:R:3
C 1.72949 1.83041 3.77509
O 0.99627 1.91532 2.56368
C 1.61405 1.47256 1.45594
O 2.72814 1.00909 1.46449
C 0.77520 1.64089 0.24733
C 1.10185 0.93558 -0.90823
C 0.34444 1.09389 -2.05355
C -0.72924 1.97659 -2.07106
C -1.61547 2.10486 -3.28544
N -2.79676 1.28838 -3.06565
C -2.93008 0.06636 -3.61948
O -2.32448 -0.31858 -4.59128
C -3.91720 -0.82676 -2.84239
O -3.23457 -1.27899 -1.67016
C -3.19163 -0.48814 -0.61686
O -3.80465 0.54789 -0.50026
C -2.24348 -1.01275 0.45185
O -1.33494 -1.89487 -0.14556
C -0.07047 -2.00348 0.37939
C 0.30054 -1.61012 1.65437
C 1.61571 -1.75294 2.07327
C 2.57567 -2.28604 1.22480
O 3.89066 -2.44010 1.53406
C 4.38498 -1.76019 2.66504
C 2.18513 -2.71697 -0.04565
C 0.88276 -2.57648 -0.46232
C -1.05398 2.67622 -0.91270
C -0.31443 2.50919 0.24076
H 2.77032 2.11620 3.60977
H 1.25017 2.51067 4.47515
H 1.69859 0.81017 4.16333
H 1.94302 0.26004 -0.88508
H 0.58622 0.53124 -2.94259
H -1.92167 3.14338 -3.43916
H -1.12227 1.72884 -4.18334
H -3.31635 1.49410 -2.22052
H -4.82646 -0.28217 -2.57038
H -4.14695 -1.72188 -3.41963
H -2.83472 -1.51117 1.23610
H -1.74546 -0.13917 0.89374
H -0.42125 -1.19544 2.34240
H 1.87647 -1.44293 3.07253
H 4.12970 -0.69782 2.61930
H 5.46688 -1.87809 2.63102
H 4.00689 -2.19637 3.59631
H 2.93169 -3.14823 -0.69316
H 0.57307 -2.89318 -1.44509
H -1.89338 3.35640 -0.91639
H -0.56804 3.05457 1.13621
```

Properties
SMILES = COC(=O)c1ccc(CNC(=O)COC(=O)COc2ccc(OC)cc2)cc1
Gap between HOMO and LUMO = 8.3 eV

Löwdin population analysis, charges in e, atoms 1 to 4: -0.040 -0.045 -0.462 0.107

***

(6)
Below is a molecular structure, C20H21O3Pm in a non-equilibrium geometry, with properties calculated with the ωB97M-V functional and the def2-TZVPD basis.

```
45
Properties=species:S:1:pos:R:3
C 0.71881 -1.78418 3.01376
C -0.58814 -2.15464 2.56275
C -0.48916 -2.53367 1.18720
H -1.49105 -2.13826 3.17325
C 0.87659 -2.38567 0.78774
C 1.62559 -1.93010 1.91513
H 2.69969 -1.77470 1.93865
H 0.97499 -1.48142 4.02481
H -1.29789 -2.87632 0.54506
H 1.28240 -2.62893 -0.19037
C -0.67056 2.65534 1.76120
C -0.35391 2.09519 3.03669
C 1.03977 1.78774 3.05650
H -1.03871 1.96137 3.86920
C 1.59462 2.18146 1.80177
C 0.53694 2.71948 1.00353
H 0.63728 3.13041 -0.00151
H -1.65747 2.95891 1.42171
H 1.57999 1.35918 3.89900
H 2.64659 2.12411 1.52028
Pm -0.00703 0.09154 1.41823
O 0.03143 -0.06351 -2.25540
C -1.15558 -0.73444 -2.76632
C 0.15509 -0.82507 -3.51718
H -1.45704 -1.61843 -2.19921
H -1.92079 -0.07953 -3.19634
H 0.71831 -1.76315 -3.43643
H 1.11744 -1.81977 -5.83061
C 0.83570 -0.76627 -5.93439
C 0.33333 -0.09709 -4.78606
C -0.04812 1.25595 -4.91162
H -0.43550 1.78625 -4.03765
C 0.10238 1.91806 -6.13414
H -0.16910 2.97474 -6.20286
C 0.59470 1.24538 -7.25988
H 0.70282 1.76805 -8.21039
C 0.95071 -0.10887 -7.15649
H 1.32093 -0.65068 -8.03080
C -1.57185 -1.04771 6.68495
C -1.32313 0.13842 5.78985
O -1.13251 1.23951 6.35271
O -1.31496 -0.09136 4.51925
H -0.90475 -1.04006 7.54914
H -1.45780 -1.98845 6.14829
H -2.59110 -1.00885 7.07698
```

Properties
<S²> = 6.011
2S+1 = 5
Gap between HOMO and LUMO (alpha / beta) = 6.5 / 6.7 eV

Löwdin population analysis, charges in e, atoms 1 to 4: -0.227 -0.227 -0.214 0.104

***

Number 1: E_tot -6832.013791 hartree. Number 2: E_tot -1672.387288 hartree. Number 3: E_tot -1521.941837 hartree. Number 4: E_tot -3899.461366 hartree. Number 5: E_tot -1356.183965 hartree. Number 6: E_tot -1608.705756 hartree.